A molecular structure, C4H2O2Pm, computed with ωB97M-V/def2-TZVPD.

Last column: Löwdin spin population.
Geometry (Å):
H -2.39290 0.73235 1.13276  0.00
C -1.31372 0.66383 0.97023  0.00
C -0.45968 1.63886 1.21174  0.00
O -0.99037 -0.58142 0.51897  0.00
O 0.43292 -0.74076 0.29407  -0.02
Pm -0.23683 -1.68123 -1.79121  5.02
C 1.60812 2.85412 1.78038  0.00
C 0.60344 2.45832 1.17215  0.00
H 2.55604 3.15484 2.19250  0.00

- LUMO (alpha / beta): -10.4 / -10.4 eV
- E: -24803.3644 eV
- ΔE to the lowest compared entry with this formula, charge and spin: 451.9 kJ/mol
- 2S+1: 6
- Frontier orbital gap (alpha / beta): 0.2096 / 0.2490 hartree
- Charge: +2

---

A single C4H2O3 molecule, computed with ωB97M-V/def2-TZVPD.

Last column: Löwdin charge in e.
Geometry (Å):
C 1.33787 -0.67804 -0.92936  0.05
C 0.07323 -0.13284 -0.53828  -0.37
C 0.19045 -0.00047 1.01434  -0.33
C -0.40872 1.03278 0.27853  0.02
O 0.43957 -0.52429 2.02116  0.22
O 0.73581 -1.76245 -1.40074  0.04
O -0.64183 -1.21055 -1.14242  0.03
H -0.18102 2.17983 0.26751  0.17
H -1.54538 1.09603 0.42926  0.17

- LUMO: -0.4 eV
- E: -10314.1930 eV
- ΔE to the lowest compared entry with this formula, charge and spin: 790.2 kJ/mol
- Frontier orbital gap: 0.3392 hartree

---

A single C4H2O3 molecule, computed with ωB97M-V/def2-TZVPD.

Last column: Löwdin charge in e.
Geometry (Å):
C 1.01644 -0.35513 -0.02704  -0.06
C 0.39368 0.82657 0.03147  -0.19
C -0.31601 -1.12741 0.08729  -0.28
C -1.02756 0.29201 -0.01098  0.02
O -0.60336 -2.27609 -0.04423  0.13
O 2.27717 0.31581 0.02121  0.07
O 1.54382 1.53740 -0.02684  0.09
H -1.66033 0.53161 0.86267  0.12
H -1.62385 0.25522 -0.89354  0.10

- LUMO: 0.4 eV
- E: -10314.8409 eV
- ΔE to the lowest compared entry with this formula, charge and spin: 727.7 kJ/mol
- Frontier orbital gap: 0.3737 hartree

---

A molecular structure, C4H2O5Tm, computed with ωB97M-V/def2-TZVPD.

Last column: Löwdin spin population.
Geometry (Å):
C -0.76602 3.10609 -0.59259  0.00
O -0.51033 4.22628 -0.55052  0.00
O -1.02715 1.97083 -0.63934  0.00
O -1.03060 -1.29056 0.30925  0.02
C -0.16041 -1.53389 1.11619  0.04
O 0.99935 -0.90317 1.06233  0.27
Tm -1.69508 -0.26188 -1.84472  1.01
H -0.27126 -2.25740 1.93917  0.01
O 3.12970 -2.46903 1.44319  0.18
C 2.42971 -1.54393 1.65347  0.17
C 1.77518 -0.93270 2.70767  1.23
H 2.13437 0.02774 3.09062  0.07

- LUMO (alpha / beta): -9.7 / -9.6 eV
- E: -43923.6896 eV
- 2S+1: 4
- Frontier orbital gap (alpha / beta): 0.1647 / 0.3092 hartree
- Charge: +2

---

A molecular structure, C4H2OPr, computed with ωB97M-V/def2-TZVPD.

Last column: Löwdin spin population.
Geometry (Å):
C -2.25954 0.63045 -0.05931  0.01
C 0.30313 1.12647 0.12019  -0.01
C -0.89814 0.76888 0.04721  0.00
C 2.53475 -2.78077 -0.16582  0.00
O 2.98293 -1.73973 -0.05304  0.00
Pr 2.97772 0.83501 0.21722  3.01
H -2.90501 1.50453 -0.16334  0.00
H -2.73585 -0.34484 0.05689  0.00

- LUMO (alpha / beta): -10.1 / -10.0 eV
- E: -20273.8537 eV
- ΔE to the lowest compared entry with this formula, charge and spin: 0.0 kJ/mol
- 2S+1: 4
- Frontier orbital gap (alpha / beta): 0.2333 / 0.3122 hartree
- Charge: +2

---

A molecular structure, C4H2ORu, computed with ωB97M-V/def2-TZVPD.

Last column: Löwdin spin population.
Geometry (Å):
C 0.67808 0.38116 0.58100  0.32
C 1.12927 1.36770 1.12680  0.45
H 1.52870 2.21593 1.65378  0.01
O -2.30091 -0.29272 0.15056  0.55
C -1.30884 -0.81058 -0.28914  0.40
C 0.07793 -0.62256 -0.24947  0.31
H 0.69186 -1.50358 -0.49203  0.04
Ru -0.49608 -0.73536 -2.48151  3.92

- LUMO (alpha / beta): -11.4 / -14.3 eV
- E: -8779.6450 eV
- ΔE to the lowest compared entry with this formula, charge and spin: 0.0 kJ/mol
- 2S+1: 7
- Frontier orbital gap (alpha / beta): 0.2472 / 0.2572 hartree
- Charge: +2

---

A molecular structure, C4H2OSm, computed with ωB97M-V/def2-TZVPD.

Last column: Löwdin spin population.
Geometry (Å):
C 0.54934 1.03949 0.10360  -0.01
C 1.07267 -0.55185 -0.55070  -0.01
C -0.05017 0.07201 -0.80628  -0.01
C -1.46707 0.04613 0.21815  0.00
O -1.56604 -1.20856 0.47331  -0.02
Sm -0.04204 -2.66742 -0.19443  6.06
H 0.75755 1.27182 1.15578  0.00
H 0.74577 1.99837 -0.39943  0.00

- LUMO (alpha / beta): -1.5 / -1.5 eV
- E: -24122.2242 eV
- ΔE to the lowest compared entry with this formula, charge and spin: 231.6 kJ/mol
- 2S+1: 7
- Frontier orbital gap (alpha / beta): 0.1731 / 0.1755 hartree